Record 1
{
  "formula": "CH9N5O",
  "method": "ωB97M-V with the def2-TZVPD basis set",
  "elements": ["O", "N", "N", "N", "N", "N", "C", "H", "H", "H", "H", "H", "H", "H", "H", "H"],
  "coordinates": [[-1.410, 1.282, -1.556], [-1.648, -0.587, 1.372], [-1.176, 0.348, 0.458], [-1.545, 0.253, -0.886], [-0.620, 1.511, 0.975], [1.556, 0.058, -0.179], [1.499, -1.129, -1.025], [2.449, -1.669, -1.112], [1.145, -0.846, -2.017], [0.790, -1.821, -0.568], [-0.786, 2.219, 0.249], [0.400, 1.351, 0.948], [1.431, -0.253, 0.842], [-2.201, -0.123, 2.091], [2.328, 0.660, -0.447], [-2.214, -1.256, 0.854]],
  "atomic_forces_ev_per_a": [[0.641, -1.389, 1.332], [0.349, -0.688, 0.208], [-0.346, 1.061, -3.152], [-0.480, 0.955, 1.780], [0.052, 0.107, 0.066], [-0.457, -0.977, 1.407], [-0.075, -0.051, 0.133], [0.017, 0.074, -0.074], [-0.008, -0.174, -0.015], [-0.108, 0.015, -0.257], [-0.112, -0.190, 0.204], [-0.659, 0.222, -0.100], [1.205, 1.019, -2.132], [-0.097, 0.135, -0.380], [0.035, -0.251, 0.903], [0.042, 0.131, 0.079]],
  "e_above_lowest_kcal_mol": 89.5,
  "e_lumo_ev": [0.898, 0.898],
  "smiles": "NN(N)N=O.CN",
  "homo_lumo_gap_ha": [0.34592, 0.34589],
  "homo_energy_ev": [-8.5, -8.5],
  "e_tot_ev": -10676.3655
}

***

Record 2
{
  "formula": "C2H4Br2",
  "method": "ωB97M-V with the def2-TZVPD basis set",
  "elements": ["Br", "Br", "C", "C", "H", "H", "H", "H"],
  "coordinates": [[-0.352, 1.432, 1.771], [0.474, -1.069, -1.983], [0.632, -0.373, -0.179], [-0.647, 0.329, 0.201], [-1.431, -0.372, 0.470], [1.488, 0.294, -0.154], [-1.003, 0.979, -0.592], [0.838, -1.222, 0.466]],
  "atomic_forces_ev_per_a": [[0.018, 0.029, 0.077], [0.006, -0.068, -0.068], [0.108, -0.023, 0.190], [-0.105, -0.069, -0.031], [-0.007, -0.026, -0.081], [-0.041, 0.057, -0.155], [0.054, 0.089, 0.047], [-0.033, 0.010, 0.020]],
  "e_above_lowest_kcal_mol": 0.6,
  "e_lumo_ev": 0.690,
  "smiles": "BrCCBr",
  "homo_lumo_gap_ha": 0.40818,
  "homo_energy_ev": -10.4,
  "e_tot_ev": -142223.9460
}

***

Record 3
{
  "formula": "C38H77FeN2O8PSSi3",
  "method": "ωB97M-V with the def2-TZVPD basis set",
  "elements": ["Fe", "S", "P", "Si", "Si", "Si", "O", "O", "O", "O", "O", "O", "O", "O", "N", "N", "C", "C", "C", "C", "C", "C", "C", "C", "C", "C", "C", "C", "C", "C", "C", "C", "C", "C", "C", "C", "C", "C", "C", "C", "C", "C", "C", "C", "C", "C", "C", "C", "C", "C", "C", "C", "C", "C", "H", "H", "H", "H", "H", "H", "H", "H", "H", "H", "H", "H", "H", "H", "H", "H", "H", "H", "H", "H", "H", "H", "H", "H", "H", "H", "H", "H", "H", "H", "H", "H", "H", "H", "H", "H", "H", "H", "H", "H", "H", "H", "H", "H", "H", "H", "H", "H", "H", "H", "H", "H", "H", "H", "H", "H", "H", "H", "H", "H", "H", "H", "H", "H", "H", "H", "H", "H", "H", "H", "H", "H", "H", "H", "H", "H", "H"],
  "coordinates": [[0.192, 0.267, -0.555], [2.695, 2.569, -0.596], [-1.532, -3.106, -1.561], [0.052, 1.048, 3.209], [-0.157, 4.214, 2.288], [-2.427, 2.117, 1.386], [1.598, 2.007, 0.226], [-0.683, -1.905, -1.283], [3.637, 1.543, -1.025], [2.177, -0.837, 0.359], [4.354, -1.006, 0.429], [2.128, 3.308, -1.725], [0.155, 1.824, -2.504], [-2.019, 1.235, 0.013], [3.278, -0.926, -1.622], [2.162, -0.363, -2.288], [-1.624, -1.058, -4.233], [1.525, 4.450, 3.147], [-3.258, -2.157, 0.482], [5.626, -0.854, -0.189], [-1.366, 5.224, 3.392], [-0.569, -3.756, -4.228], [0.364, -2.553, -4.305], [5.789, 6.232, 3.055], [-1.811, -3.441, -3.394], [3.616, 3.671, 0.430], [5.053, 5.329, 2.116], [-0.069, 4.958, 0.530], [-0.809, 2.604, -3.186], [-3.621, 1.092, 2.482], [1.951, 1.096, 3.300], [-3.450, -3.245, 1.531], [-4.727, -4.026, 1.246], [1.332, -3.956, 0.270], [-0.787, 2.437, 2.231], [-3.479, 3.595, 0.776], [-2.983, 1.045, -1.001], [-0.384, -0.695, 2.540], [4.432, 3.114, 1.392], [-4.649, -4.674, -0.132], [4.261, 5.863, 1.103], [1.995, -5.109, -0.470], [3.229, -0.869, -0.254], [-0.205, -5.709, -1.471], [-3.253, -2.672, -0.959], [-2.534, -2.277, -4.082], [-0.696, 1.175, 4.981], [-0.354, -1.404, -5.003], [-4.423, -3.625, -1.218], [-0.127, -4.269, 0.586], [3.539, 5.037, 0.257], [-0.942, -4.644, -0.658], [5.150, 3.946, 2.234], [1.244, -5.335, -1.773], [-3.191, 0.142, 2.780], [-4.568, 0.886, 1.990], [1.272, -2.822, -4.849], [-2.464, -4.322, -3.417], [-3.355, 2.005, -1.358], [2.937, 5.427, -0.547], [-0.353, -0.692, 1.443], [0.563, 4.338, -0.098], [-2.842, -2.614, -5.076], [4.172, -0.662, -2.028], [6.217, 5.673, 3.882], [2.318, 0.641, -2.397], [-2.515, 0.514, -1.825], [-2.173, -0.269, -4.753], [2.282, 3.822, 2.700], [-3.854, -5.421, -0.142], [-0.322, 0.383, 5.621], [2.357, 0.138, 3.615], [-0.565, -3.401, 1.078], [-4.499, 3.282, 0.564], [-1.405, 4.806, 4.391], [-5.582, -3.348, 1.280], [1.961, -6.018, 0.135], [-1.777, 1.100, 4.957], [-4.878, -4.793, 2.006], [-1.359, -1.041, 2.865], [-2.378, 5.249, 3.010], [0.286, -0.522, -5.065], [1.371, -3.054, -0.340], [-0.170, -5.113, 1.281], [4.502, 2.040, 1.460], [-0.901, -4.008, -5.240], [2.313, 1.852, 3.987], [5.693, 0.120, -0.679], [2.334, 1.309, 2.308], [-2.605, -3.932, 1.540], [6.591, 6.750, 2.532], [-2.335, -1.599, 0.659], [3.043, -4.877, -0.671], [1.294, -4.407, -2.344], [1.861, 5.479, 3.058], [0.883, 2.453, -2.238], [-4.093, -1.459, 0.585], [-1.880, -5.105, -0.330], [-0.610, -1.704, -6.022], [-4.308, -4.119, -2.185], [-1.025, 6.250, 3.481], [1.710, -6.128, -2.360], [5.832, -1.661, -0.896], [-3.423, -1.783, -1.580], [1.465, 4.213, 4.205], [-5.327, -3.011, -1.276], [-0.755, -5.935, -2.386], [-0.336, 3.190, -3.977], [0.352, 5.958, 0.549], [1.859, -3.752, 1.202], [-1.533, 1.925, -3.637], [5.116, 6.984, 3.460], [-3.443, -1.996, -3.550], [-3.083, 4.054, -0.125], [-3.515, -2.782, 2.517], [-3.846, 1.644, 3.391], [-0.038, -4.622, -3.847], [2.070, -0.807, -3.195], [6.344, -0.904, 0.628], [5.790, 3.517, 2.990], [-1.047, 5.027, 0.068], [0.632, -2.252, -3.292], [4.218, 6.934, 0.977], [-5.583, -5.198, -0.347], [-1.317, 3.287, -2.501], [-3.824, 0.464, -0.616], [-1.333, -0.692, -3.245], [-3.543, 4.372, 1.526], [-0.443, 2.121, 5.444], [-0.194, -6.627, -0.874], [0.350, -1.424, 2.869]],
  "atomic_forces_ev_per_a": [[1.020, -0.119, -0.634], [0.427, 0.021, -0.408], [-1.341, -1.062, -0.170], [-0.020, -0.199, 0.919], [0.045, 0.896, 0.374], [-0.708, 0.510, 1.160], [-0.721, -0.741, -0.040], [1.071, 1.783, 0.533], [0.003, 0.416, 0.280], [-1.236, 0.632, 0.088], [-0.356, -0.013, 0.098], [0.267, 0.355, 0.113], [0.256, -0.595, 0.803], [1.571, -0.658, -0.329], [0.289, -0.027, -0.352], [-0.253, 0.236, 0.620], [-0.082, 0.062, -0.298], [-0.614, -0.351, -0.419], [0.329, -0.105, 0.133], [0.334, 0.118, -0.189], [0.362, -0.506, -0.621], [0.339, -0.065, 0.213], [-0.014, -0.076, -0.384], [0.034, 0.027, -0.022], [0.006, -0.144, 0.514], [-0.344, -0.209, -0.347], [-0.080, -0.068, -0.041], [-0.060, -0.446, 0.669], [-0.411, 0.022, -0.171], [0.682, 0.302, -0.499], [-0.676, 0.158, -0.187], [-0.249, 0.088, -0.008], [0.248, -0.220, -0.031], [0.033, -0.250, 0.122], [-0.082, -0.163, -0.170], [0.607, -0.574, 0.085], [-0.409, -0.049, -0.301], [0.171, 0.795, 0.025], [0.235, -0.097, 0.148], [-0.214, 0.154, 0.003], [0.000, -0.141, -0.024], [-0.019, 0.239, -0.150], [-0.143, -0.459, -0.333], [0.062, 0.111, -0.325], [0.447, 0.073, -0.208], [-0.082, 0.250, 0.245], [0.347, -0.043, -0.879], [0.021, 0.112, 0.297], [0.100, -0.237, -0.116], [0.053, 0.311, 0.008], [-0.041, 0.194, -0.079], [-0.360, 0.250, -0.304], [-0.150, -0.083, -0.122], [0.051, -0.288, 0.209], [0.108, -0.180, 0.063], [-0.135, 0.041, -0.185], [0.042, -0.020, 0.039], [-0.017, 0.012, 0.150], [-0.005, 0.002, -0.084], [-0.109, 0.152, -0.035], [-0.141, -0.313, -0.118], [0.037, -0.045, -0.130], [-0.012, -0.047, 0.023], [-0.279, 0.005, 0.138], [0.069, -0.002, 0.059], [0.266, -0.278, -0.241], [-0.080, -0.091, -0.100], [0.001, 0.055, 0.069], [0.246, -0.142, -0.058], [0.013, -0.089, 0.015], [0.147, -0.218, 0.090], [-0.123, -0.208, 0.058], [-0.066, -0.017, 0.164], [-0.098, -0.174, -0.003], [0.040, -0.158, 0.272], [-0.125, 0.043, 0.043], [0.077, -0.042, 0.059], [-0.273, -0.028, -0.053], [-0.080, 0.012, 0.062], [-0.233, 0.003, -0.133], [-0.233, 0.028, -0.088], [0.031, 0.042, -0.087], [0.085, 0.030, -0.002], [-0.077, 0.024, 0.034], [0.063, -0.129, 0.143], [-0.051, -0.048, 0.009], [0.028, 0.206, 0.130], [0.015, -0.065, 0.053], [0.127, 0.007, -0.087], [0.088, -0.039, 0.079], [0.089, 0.070, 0.020], [-0.133, 0.129, 0.073], [0.026, -0.046, 0.039], [0.021, 0.047, -0.158], [-0.086, 0.230, -0.068], [-0.122, -0.178, -0.019], [0.000, 0.102, -0.005], [0.006, 0.175, -0.043], [0.031, 0.041, -0.073], [-0.110, 0.048, -0.088], [0.157, 0.217, -0.034], [-0.003, 0.061, -0.081], [-0.054, -0.005, 0.055], [0.110, -0.079, -0.021], [-0.058, -0.079, 0.236], [-0.003, -0.008, -0.079], [-0.022, -0.093, 0.006], [-0.002, -0.058, 0.038], [0.093, 0.190, 0.128], [0.017, 0.127, 0.050], [-0.012, 0.104, 0.005], [-0.012, 0.088, 0.052], [-0.073, -0.054, -0.091], [0.117, 0.077, -0.148], [0.109, -0.018, 0.062], [-0.009, 0.168, 0.118], [-0.021, -0.085, -0.048], [-0.160, -0.005, 0.151], [-0.040, 0.005, -0.138], [0.051, -0.043, 0.115], [-0.249, -0.008, -0.086], [0.102, -0.013, 0.064], [-0.061, 0.121, -0.021], [0.074, -0.071, -0.025], [-0.058, 0.003, -0.015], [-0.031, -0.065, -0.079], [-0.057, 0.086, -0.022], [0.012, 0.140, 0.231], [0.101, 0.260, 0.072], [-0.068, 0.007, -0.025], [0.234, -0.047, 0.009]],
  "e_lumo_ev": [-1.698, -3.271],
  "homo_lumo_gap_ha": [0.33265, 0.29496],
  "homo_energy_ev": [-10.7, -11.3],
  "s_squared": 8.759,
  "e_tot_ev": -138160.7619,
  "charge": 1,
  "spin_multiplicity": 6
}